108
Properties=species:S:1:pos:R:3:forces:R:3:mulliken_spin:R:1 method="wB97M-V/def2-TZVPD" s2=3.80 lumo_ha="0.0827 / 0.0561" de_lowest_ev=0.348 multiplicity=4 total_energy_ev=-83270.136 total_charge=-1 gap_ev="4.69 / 3.92"
H -3.865 4.063 0.057 -0.1118 -0.0624 0.0453 0.002
C 1.504 3.203 2.181 0.0673 0.0313 0.0334 -0.006
H -2.584 1.240 -6.548 0.0060 -0.0268 -0.0591 0.000
H 2.951 -3.079 -0.592 0.0100 0.0422 -0.0410 0.001
C 1.805 4.254 3.019 0.0287 0.0745 0.1890 -0.010
C -0.064 -4.119 4.063 0.2924 -0.6659 0.4835 -0.075
N -1.201 -0.829 2.788 -0.2153 0.9893 -1.6334 0.053
H 4.499 -0.091 -3.813 0.0322 0.0030 -0.1003 0.000
C 3.096 -1.965 3.216 -0.0946 0.1558 0.0181 -0.004
H 1.007 4.863 3.423 -0.0859 0.0584 0.0021 0.000
C 0.434 -5.994 2.628 -0.0713 -0.0308 -0.7908 -0.033
H -3.611 1.902 0.361 -0.1754 -0.0197 -0.0367 -0.004
H 0.084 -5.707 0.558 0.0696 -0.1421 -0.1203 0.000
H -3.463 3.696 -3.166 -0.0298 0.0968 0.0041 0.000
C -2.733 5.850 -0.169 -0.0442 0.2604 0.0247 0.000
C -2.187 2.202 -1.258 -1.2646 0.8036 -0.4825 0.028
H -0.732 -1.861 4.421 0.1477 -0.0687 -0.2635 -0.005
H 0.666 -5.979 4.785 0.0359 0.0546 0.1130 0.007
Re -1.175 0.217 0.862 2.4586 0.3998 -0.4925 2.115
H 1.788 -4.149 1.030 0.1109 0.0384 -0.0104 -0.007
H -2.387 2.772 4.892 0.0701 -0.0620 0.1084 0.002
C 0.267 -2.301 -0.061 0.2809 -0.9206 0.4217 0.172
H -4.885 0.288 -2.659 0.0157 0.1162 -0.0783 0.001
C 1.611 -0.852 1.647 0.1171 -0.5812 0.3130 0.046
H 2.218 -0.898 -3.259 -0.0886 -0.1158 -0.0881 0.000
C -0.830 -4.068 1.722 -0.2828 0.0834 -0.2076 -0.002
C 3.841 2.686 1.994 0.1173 0.0353 0.0365 -0.002
N -1.583 -0.065 3.875 -0.4762 1.0344 1.0137 0.010
C -3.582 1.689 -0.708 0.5375 0.1166 0.0265 0.032
H 0.285 6.093 -1.656 0.0412 -0.0323 0.0163 0.000
C -2.727 -1.837 -0.364 -0.1629 -0.1492 0.5043 0.034
C -0.627 5.644 -1.285 0.1205 -0.0067 -0.1044 -0.001
H 4.637 2.031 1.673 0.0154 -0.0289 -0.0706 0.000
C 2.740 -0.237 -2.581 0.2199 0.0624 -0.0657 0.000
C 3.991 1.563 -0.900 0.1472 0.1403 0.0193 0.003
C 0.654 -3.493 -3.639 -0.1120 -0.0005 -0.1022 0.001
C 2.517 2.400 1.624 -0.2907 -0.3655 -0.1942 0.007
H 2.684 0.121 3.214 0.0088 0.1113 -0.0493 0.003
H 5.562 1.583 -2.330 0.0777 0.0846 -0.0256 0.000
C -0.800 -1.998 3.339 0.3801 -1.2992 0.6623 -0.057
C -1.651 0.851 -3.322 0.0969 0.0783 0.1518 0.005
C 1.298 -2.074 1.046 0.0767 0.5096 -0.1228 -0.037
C -3.627 0.225 -0.937 -0.3125 0.1054 -0.1152 -0.024
C 0.930 -2.925 -1.304 0.1488 0.0015 -0.1124 -0.014
H 4.471 2.330 -0.313 0.0296 -0.0167 0.0510 0.000
C -1.581 6.434 -0.662 -0.0320 0.1189 0.0828 0.000
C -0.024 -5.324 1.564 -0.0569 -0.4676 0.0948 0.058
C -1.984 1.144 3.770 0.3698 -0.8845 -0.3466 0.032
H -4.398 2.192 -1.224 0.0229 -0.0069 -0.0078 0.001
C -0.513 -3.299 2.989 -0.4656 0.7946 -0.5017 0.107
H -0.898 -2.731 -2.390 -0.1046 0.0289 -0.0361 0.000
H -2.222 1.318 5.767 0.0536 0.0544 -0.1282 0.000
H 3.858 -3.922 -2.680 0.0046 0.0228 -0.0248 0.000
C -2.495 1.440 -5.489 -0.0048 -0.0441 -0.1695 0.000
H -3.468 6.458 0.340 -0.0498 0.0084 0.0370 0.000
C 3.124 4.546 3.336 0.0054 0.2174 0.1670 -0.001
C -0.931 -3.270 0.424 0.4475 -0.4646 -0.2104 -0.082
H 0.884 0.905 2.205 0.1642 -0.1877 -0.1261 0.054
H -3.157 -3.502 -1.645 0.0150 -0.0738 0.1168 0.000
C 4.600 1.163 -2.067 -0.0138 -0.0008 -0.0559 -0.002
O -0.348 -1.181 -0.514 -1.2956 1.9219 1.0380 0.067
H -1.294 -0.285 -5.104 0.0933 -0.0503 0.0258 0.000
C 1.982 -3.203 1.508 0.2409 0.1141 0.1874 -0.002
H -1.081 0.204 -2.672 0.1308 -0.1003 0.0625 -0.003
O -1.121 1.553 -0.720 0.5361 -1.7196 1.5794 0.107
C -2.956 4.492 -0.335 0.0318 -0.1823 -0.1503 0.005
C -3.317 -2.451 -1.459 0.0022 -0.0092 -0.0024 -0.022
H 0.935 -6.947 2.522 0.0289 -0.0521 -0.1372 -0.003
C 0.134 -3.041 -2.441 0.0484 -0.0677 0.0472 0.003
C -4.108 -1.684 -2.303 0.2498 0.1129 0.4083 0.020
C 1.992 -3.839 -3.733 0.1410 -0.0483 -0.0186 0.000
C -0.846 4.289 -1.444 -0.0083 0.0200 -0.0257 0.010
N 1.086 0.463 1.302 -2.0634 -0.1557 0.1819 0.100
H -3.677 3.224 -5.579 0.0125 0.0439 -0.0194 0.000
O -2.103 -2.496 0.638 -0.6365 0.5072 -0.4459 0.045
N -2.872 -0.517 -0.114 -0.4527 -0.7254 -0.5296 0.008
S -2.005 2.069 2.300 0.2324 -0.6696 -0.8070 0.036
C 0.337 -5.411 3.927 -0.1710 0.5526 0.6902 0.090
C 2.280 -3.227 -1.424 -0.0279 -0.1125 0.0973 0.001
H 3.361 5.379 3.983 0.0130 0.0737 0.0592 0.000
H 0.472 3.023 1.912 -0.0107 0.0121 -0.0509 0.013
H 2.409 -4.195 -4.666 -0.0185 0.0058 -0.0349 0.000
C 4.135 3.749 2.825 0.0387 0.1036 0.0076 0.000
C 2.801 -3.694 -2.620 0.0818 -0.1099 -0.0621 0.000
H -1.874 -4.419 1.872 0.1382 0.0326 -0.1075 0.016
H 0.011 -3.557 -4.506 -0.0424 -0.0347 -0.0889 0.000
H -1.107 -3.980 -0.401 -0.0686 0.1504 0.1968 -0.004
C -2.991 2.821 -3.592 -0.0072 -0.0221 0.0578 -0.001
C -3.104 2.559 -4.945 -0.1811 0.0710 -0.0902 0.000
H -4.573 -2.134 -3.168 -0.0527 -0.0256 -0.0562 0.000
C 2.765 0.994 -0.479 -0.2886 -0.0188 0.2947 0.015
C 2.146 1.292 0.760 0.6991 0.8147 -0.2462 0.021
H 1.128 -0.188 -1.197 0.1473 -0.0052 -0.0942 0.043
H 3.740 -1.908 4.082 0.0669 -0.0085 0.0257 0.000
H 3.329 -4.077 2.907 0.0407 -0.1108 0.0254 0.006
H -0.001 -3.658 5.040 -0.0302 0.0474 0.1107 -0.002
C 2.486 -0.829 2.735 0.0588 0.0609 0.1041 0.004
C 4.005 0.233 -2.908 0.0773 -0.1595 -0.3623 0.003
N -2.475 1.768 4.899 -0.2494 0.3390 0.2971 0.003
C -4.280 -0.339 -2.024 -0.1132 -0.1307 0.1234 -0.021
C 2.134 0.133 -1.404 -0.1007 0.0519 0.0826 -0.021
C -2.028 3.703 -0.998 0.0133 -0.0356 0.1945 0.023
H -0.101 3.667 -1.918 0.0886 -0.0802 -0.0498 -0.001
C -1.766 0.589 -4.676 -0.0322 -0.0815 -0.1386 0.002
H -1.420 7.499 -0.556 0.0123 0.0209 0.0454 0.000
H 5.164 3.955 3.093 0.0663 -0.0366 0.0131 0.000
C 2.859 -3.165 2.571 -0.0398 -0.2969 -0.2057 0.017
C -2.264 1.968 -2.772 0.3030 -0.0143 0.0053 0.012